1.
DFT (ωB97M-V with the def2-TZVPD basis set) results for an isolated molecule of C6H9N3S in a non-equilibrium geometry.

Relative energy (zero: lowest compared OMol25 entry of this formula, charge and spin) ... 176.89 kcal per mole
E_LUMO ... 0.611 eV
Total energy ... -796.1824 a.u.
HOMO level ... -0.2802 Eh

Atoms and positions in Å:
C (0.52, -0.63, 0.59)
C (1.88, -0.49, 0.07)
C (1.12, 0.62, 0.15)
C (-1.80, 0.50, 0.28)
C (3.04, -1.08, -0.56)
C (-2.57, -1.81, 0.80)
N (0.98, 1.95, -0.03)
N (-1.38, 1.53, -0.41)
N (-0.35, 2.45, 0.06)
S (-2.83, -0.57, -0.57)
H (3.47, -0.34, -1.38)
H (2.65, -1.89, -1.10)
H (3.94, -1.27, 0.07)
H (-2.62, -2.80, 0.37)
H (-3.58, -1.84, 1.47)
H (-1.68, -1.43, 1.40)
H (1.44, 2.51, -0.79)
H (-1.64, 1.85, -1.43)
H (-0.60, 2.74, 1.00)

Results of the Löwdin charge analysis, in e, for atoms 1 through 6: atom 1 (C): 0.16, atom 2 (C): -0.22, atom 3 (C): -0.27, atom 4 (C): -0.54, atom 5 (C): -0.06, atom 6 (C): -0.42

***

2.
DFT (ωB97M-V with the def2-TZVPD basis set) results for the ion C6H9N4 with charge +1 in a non-equilibrium geometry.

Relative energy (zero: lowest compared OMol25 entry of this formula, charge and spin) ... 58.94 kcal per mole
E_LUMO ... -4.520 eV
Total energy ... -452.7545 a.u.
Net charge ... +1
HOMO level ... -0.4773 Eh
SMILES ... C\C(N)=N/C=N\C=C/C#[NH+]

Atoms and positions in Å:
C (-2.29, -1.34, 0.02)
C (-1.47, -0.12, 0.26)
N (-1.95, 0.83, 1.05)
N (-0.27, -0.01, -0.22)
C (0.25, -0.48, -1.33)
N (1.44, -0.97, -1.42)
C (2.52, -0.74, -0.76)
C (2.77, 0.45, -0.04)
C (1.86, 1.30, 0.43)
N (1.26, 2.25, 0.80)
H (-3.28, -1.27, 0.47)
H (-2.40, -1.50, -1.05)
H (-1.78, -2.22, 0.42)
H (-1.44, 1.69, 1.18)
H (-2.87, 0.76, 1.46)
H (-0.31, -0.44, -2.26)
H (3.33, -1.46, -0.88)
H (3.79, 0.70, 0.22)
H (0.84, 2.57, 1.66)

Results of the Löwdin charge analysis, in e, for atoms 1 through 6: atom 1 (C): 0.03, atom 2 (C): -0.38, atom 3 (N): 0.21, atom 4 (N): 0.13, atom 5 (C): -0.16, atom 6 (N): 0.12